[1]
The following is a DFT calculation (wB97M-V/def2-TZVPD) of 3 unconnected molecules or ions with the total composition C31H53ClFN3O7PS2 in a non-equilibrium geometry.

Positions of all 99 atoms, in Å:
C  4.47612  -4.02957  -0.77913
C  4.75246  -2.86793  0.28095
C  5.95078  -3.43578  1.19757
C  3.51307  -2.72298  1.24453
C  5.29392  -1.52720  -0.34625
C  4.23275  -0.58716  -1.03023
C  5.08570  0.50448  -1.85786
C  3.30184  -1.28346  -2.09200
C  3.39421  0.28630  0.00022
C  3.90986  0.68763  1.33403
C  3.04829  1.45703  2.23077
C  1.66285  1.85893  1.89250
O  0.96471  2.55177  2.87807
C  -0.33225  2.95490  2.44975
C  -1.42516  1.80783  2.52464
O  -0.88866  0.53056  2.90270
C  -1.90759  -0.46030  2.84220
C  -1.31335  -1.91490  2.61282
P  -1.46497  -2.53292  0.87877
C  -3.15780  -2.24726  0.12290
C  -3.30009  -0.80305  -0.52910
C  -4.03079  -0.82203  -1.95148
C  -3.26880  0.02546  -3.04583
S  -2.62569  1.62262  -2.43193
O  -3.35153  2.15805  -1.28468
O  -1.21717  1.38169  -2.07062
Cl  -2.61887  3.06618  -3.90657
C  -1.19021  -4.40131  0.77676
C  -2.57947  -5.06271  1.09586
O  -2.96252  -5.30971  2.18730
F  -3.43534  -5.42575  0.05245
N  -0.19750  -1.77343  -0.03742
C  -0.14976  -2.21531  -1.20152
S  0.06117  -3.16569  -2.47873
C  1.16198  1.48363  0.56785
C  2.02661  0.70298  -0.35294
H  5.09132  -3.94294  -1.71020
H  3.38308  -3.92343  -1.07027
H  4.55053  -5.02504  -0.26413
H  6.73099  -3.79415  0.45816
H  5.57552  -4.30032  1.80415
H  6.38111  -2.60220  1.82126
H  3.81397  -1.99344  2.05923
H  2.59643  -2.28027  0.76656
H  3.31993  -3.69774  1.77818
H  6.03990  -1.82252  -1.14986
H  5.89816  -0.95351  0.41323
H  6.00354  0.79565  -1.26146
H  5.36037  0.14173  -2.88356
H  4.46745  1.45072  -1.90464
H  2.44564  -1.86017  -1.64207
H  3.92355  -1.95634  -2.74480
H  2.86279  -0.48499  -2.76487
H  4.94437  0.36719  1.62765
H  3.48499  1.71312  3.23496
H  -0.66805  3.76134  3.16786
H  -0.37375  3.42017  1.43014
H  -2.26001  2.12007  3.22988
H  -1.93599  1.70031  1.51234
H  -2.68831  -0.24559  2.06087
H  -2.44433  -0.47255  3.83828
H  -0.25823  -2.01113  3.00846
H  -1.92981  -2.61274  3.26306
H  -3.22532  -2.99565  -0.72868
H  -3.97216  -2.52199  0.84745
H  -2.27321  -0.35651  -0.58014
H  -3.96675  -0.20422  0.14605
H  -4.14658  -1.86562  -2.35877
H  -5.06685  -0.40139  -1.85645
H  -2.48365  -0.61364  -3.54501
H  -4.01042  0.26736  -3.86717
H  -0.44937  -4.77293  1.52912
H  -0.90313  -4.72913  -0.25962
H  0.12608  1.74070  0.24972
H  1.54890  0.46025  -1.34046
C  -5.43365  2.17071  -9.04165
C  -4.51425  2.23785  -7.85029
O  -3.73333  1.33484  -7.57962
N  -4.56987  3.34505  -7.06306
C  -5.41736  4.51266  -7.20880
H  -5.27305  1.23185  -9.56804
H  -6.47516  2.21123  -8.71679
H  -5.22165  2.99254  -9.72812
H  -3.92430  3.31290  -6.28935
H  -4.77982  5.39284  -7.31079
H  -6.02258  4.61629  -6.30603
H  -6.07043  4.43897  -8.07371
C  -0.02928  2.08898  5.82008
C  0.91725  2.06421  6.99268
O  1.63473  1.10257  7.22361
N  0.95668  3.15541  7.80341
C  0.19166  4.38151  7.69686
H  0.05255  1.15394  5.26928
H  -1.05923  2.19542  6.17022
H  0.22776  2.90825  5.14840
H  1.61299  3.06464  8.56491
H  0.88775  5.21681  7.59868
H  -0.38764  4.50916  8.61343
H  -0.48130  4.37133  6.84384

Its net charge is +1. Its maximum force is 4.469 eV/Å. Its total energy is -3601.3955 hartree.

=====

[2]
The following is a DFT calculation (wB97M-V/def2-TZVPD) of a molecular structure, C25H31ClIrN6OP in a non-equilibrium geometry.

Positions of all 66 atoms, in Å:
Ir  -0.10424  -0.36692  -0.29387
Cl  -0.76138  -6.99914  2.72526
C  -0.86325  -5.37836  2.21363
C  -1.94214  -4.57667  2.62776
C  -2.01472  -3.26880  2.21634
C  -1.04663  -2.69202  1.35492
O  -1.15722  -1.45464  1.03136
C  0.04352  -3.53780  0.89227
C  1.02618  -3.11734  -0.02530
N  1.12541  -1.93066  -0.62981
C  2.11691  -1.66183  -1.52347
C  3.17337  -2.53157  -1.87820
C  4.14429  -2.12260  -2.76779
C  4.12420  -0.85868  -3.33946
C  3.10747  0.05802  -3.00266
C  3.05726  1.38011  -3.49663
C  2.05805  2.22166  -3.05340
C  1.11257  1.74696  -2.15936
N  1.10318  0.48786  -1.69134
C  2.09349  -0.35189  -2.09298
C  0.11504  -4.85195  1.37644
H  -2.70074  -4.99479  3.26944
H  -2.82993  -2.64222  2.54415
H  1.75944  -3.87139  -0.27712
H  3.24242  -3.51435  -1.44641
H  4.94582  -2.80667  -3.00560
H  4.89998  -0.56653  -4.02847
H  3.80987  1.72475  -4.18698
H  2.00824  3.24803  -3.37924
H  0.35929  2.42015  -1.78230
H  0.94432  -5.47327  1.07679
C  -2.33722  1.56164  -1.58503
N  -1.84173  1.13742  -0.23823
C  -3.03908  0.55866  0.45135
N  -4.11664  1.50493  0.52995
C  -4.55353  1.89377  -0.80099
N  -3.42098  2.50294  -1.48166
C  -2.99401  3.68617  -0.74656
N  -2.58154  3.30236  0.59839
C  -1.48543  2.37234  0.52258
C  -3.71638  2.68651  1.27533
H  -2.68002  0.67770  -2.13129
H  -1.53145  2.03415  -2.15013
H  -2.74679  0.25123  1.45769
H  -3.37498  -0.32177  -0.10332
H  -5.37092  2.61091  -0.73150
H  -4.89302  1.01673  -1.35613
H  -3.82118  4.39502  -0.69169
H  -2.15796  4.16456  -1.26263
H  -1.19315  2.07777  1.53410
H  -0.63760  2.86854  0.04024
H  -4.54824  3.39172  1.31634
H  -3.43776  2.41236  2.29349
C  1.13115  0.69448  3.21215
P  1.65022  0.50721  1.46812
C  2.48826  2.08997  1.08614
C  3.07810  -0.63081  1.60150
H  1.97870  0.99037  3.83058
H  0.73748  -0.25457  3.57153
H  0.35648  1.45401  3.29611
H  3.36691  2.18398  1.72181
H  1.82496  2.93090  1.26925
H  2.80548  2.10135  0.04539
H  3.74789  -0.27565  2.38495
H  3.62014  -0.65741  0.65680
H  2.74377  -1.63698  1.84738

Its net charge is +2. Its maximum force is 3.139 eV/Å. Its total energy is -2280.4213 hartree.

=====

[3]
The following is a DFT calculation (wB97M-V/def2-TZVPD) of a molecular structure, C57H111Br9Hg2N6O6 in a non-equilibrium geometry.

Positions of all 191 atoms, in Å:
Hg  1.76718  1.03868  2.42622
Hg  0.35229  0.52493  -1.14860
C  -3.76815  -3.46880  -0.99069
C  -4.63903  -3.66970  -2.22283
C  -5.67698  -2.54107  -2.03490
C  -6.36012  -2.07314  -3.30803
C  -5.38443  -1.75160  -4.44105
C  -4.51188  -3.00847  -4.66668
N  -3.91804  -3.48872  -3.45944
O  -2.78686  -4.27770  -3.59714
C  -3.43770  -2.47563  -5.60953
C  -5.39728  -4.01002  -5.45631
C  -5.37258  -5.02547  -2.27620
H  -4.18401  -3.02414  -0.08404
H  -2.93596  -2.79574  -1.24420
H  -3.16310  -4.34482  -0.71972
H  -5.31602  -1.62545  -1.55931
H  -6.53748  -2.88491  -1.44295
H  -7.03814  -1.22230  -3.15087
H  -7.04523  -2.85019  -3.67019
H  -4.84852  -0.83648  -4.19684
H  -5.98669  -1.64103  -5.34876
H  -3.90894  -2.16375  -6.56165
H  -2.68092  -3.13354  -6.04225
H  -2.96453  -1.57348  -5.22428
H  -5.68197  -3.61901  -6.44205
H  -6.32296  -4.25744  -4.93368
H  -4.89964  -4.96129  -5.66489
H  -4.74645  -5.74752  -2.80897
H  -6.37385  -4.94899  -2.70207
H  -5.44921  -5.51313  -1.28954
C  1.30133  -1.89984  1.66482
C  -0.00711  -1.67350  2.41736
C  0.21004  -2.33892  3.78691
C  -0.85600  -1.91845  4.78837
C  -1.10310  -0.42157  4.84249
C  -1.31808  0.24568  3.49497
N  -0.33465  -0.26627  2.52462
O  -0.33078  0.40191  1.26967
C  -1.11932  1.74809  3.56129
C  -2.78341  0.01254  3.04657
C  -1.14898  -2.50672  1.76646
H  1.23620  -1.47854  0.65819
H  1.56589  -2.95186  1.58500
H  2.11754  -1.35592  2.16635
H  1.19750  -2.06450  4.18572
H  0.33143  -3.42460  3.84453
H  -0.52945  -2.20330  5.79252
H  -1.74286  -2.48550  4.48150
H  -0.29902  0.09716  5.37417
H  -2.00764  -0.36406  5.45921
H  -0.10594  2.09552  3.77357
H  -1.78694  2.22810  4.29359
H  -1.52016  2.19587  2.65434
H  -2.95228  0.20346  1.99105
H  -3.39921  0.75564  3.57421
H  -3.14005  -0.93206  3.45563
H  -1.07994  -3.55437  2.07057
H  -1.11145  -2.49649  0.68363
H  -2.12251  -2.15832  2.09973
C  3.40082  2.55323  6.90370
C  3.29785  3.01849  5.43001
C  4.05206  4.31802  5.15957
C  5.51839  4.06972  4.84114
C  5.66737  3.05865  3.71158
C  4.93107  1.73484  4.01848
N  3.54217  2.09061  4.34547
O  2.69014  0.94524  4.43978
C  5.71072  0.98020  5.10426
C  4.96894  0.94170  2.71229
C  1.81013  3.42836  5.28957
H  3.54136  1.46801  6.94668
H  2.45278  2.67623  7.42962
H  4.17915  2.98977  7.53454
H  3.98271  4.99069  6.02478
H  3.54171  4.92677  4.40540
H  5.98167  3.67915  5.75128
H  5.96612  5.01540  4.52339
H  6.74382  2.86630  3.63928
H  5.35690  3.43089  2.73452
H  5.50014  -0.08420  5.04250
H  5.46348  1.33254  6.10523
H  6.79141  1.13249  5.04546
H  6.01178  0.83003  2.41222
H  4.35008  1.41793  1.95148
H  4.57731  -0.06445  2.88123
H  1.61958  3.77121  4.26380
H  1.61037  4.30250  5.91452
H  1.10760  2.61718  5.46617
C  -3.16735  1.53015  -0.24869
C  -3.20250  2.02086  -1.70007
C  -3.39497  3.52189  -1.71909
C  -3.20465  4.11122  -3.10628
C  -1.81699  3.78279  -3.62479
C  -1.53181  2.26999  -3.60261
N  -1.93645  1.67352  -2.32914
O  -1.57082  0.31377  -2.20486
C  -0.00908  2.16800  -3.72543
C  -2.20806  1.59110  -4.79042
C  -4.44175  1.34726  -2.35465
H  -3.29520  0.44180  -0.25601
H  -4.03747  1.87060  0.32234
H  -2.21791  1.66595  0.27498
H  -2.75575  4.09870  -1.04798
H  -4.42315  3.79960  -1.45398
H  -3.35795  5.19669  -3.13111
H  -3.91870  3.75042  -3.85337
H  -1.03755  4.36497  -3.11933
H  -1.71603  4.10864  -4.66794
H  0.27185  2.82726  -4.55352
H  0.37234  1.15393  -3.76366
H  0.43446  2.68805  -2.86421
H  -1.48708  1.54393  -5.61795
H  -3.19698  1.89651  -5.13785
H  -2.36547  0.51372  -4.65421
H  -4.40871  0.26505  -2.38194
H  -4.60418  1.78927  -3.34238
H  -5.30982  1.77371  -1.83351
C  0.17997  -4.19530  -1.10834
C  1.19943  -3.97353  -2.20395
C  1.08517  -5.24447  -3.05971
C  1.63955  -5.10321  -4.46633
C  0.99625  -3.92080  -5.12810
C  1.16998  -2.61434  -4.34575
N  0.79088  -2.81036  -2.96914
O  0.68825  -1.65810  -2.21084
C  0.27290  -1.58448  -5.03349
C  2.61916  -2.10527  -4.54863
C  2.63486  -3.90926  -1.61341
H  0.36033  -5.14493  -0.58713
H  -0.80920  -4.12695  -1.56475
H  0.29014  -3.47157  -0.31344
H  0.09299  -5.69901  -3.00718
H  1.69053  -6.06286  -2.63115
H  1.38768  -6.07960  -4.89240
H  2.71924  -4.93193  -4.44303
H  -0.07055  -4.03416  -5.35713
H  1.38094  -3.82107  -6.15678
H  0.53054  -1.41150  -6.08448
H  0.38769  -0.61542  -4.55694
H  -0.74908  -1.96315  -4.99369
H  2.85995  -1.28130  -3.88015
H  2.91992  -1.92453  -5.58897
H  3.32072  -2.93859  -4.37502
H  3.37689  -4.49647  -2.16021
H  2.58365  -4.13812  -0.54688
H  3.03623  -2.88990  -1.67350
C  3.49911  0.88195  -2.33683
C  3.44363  2.15013  -1.48641
C  3.34291  3.25347  -2.58819
C  3.23830  4.67370  -2.02196
C  2.10154  4.72242  -0.99939
C  2.00856  3.54093  0.01001
N  2.28620  2.24260  -0.61621
O  2.30701  1.08548  0.24262
C  0.50535  3.51135  0.36053
C  2.77739  3.88074  1.28924
C  4.82002  2.36398  -0.82290
H  2.57725  0.59481  -2.84056
H  3.76136  0.10882  -1.59846
H  4.32024  0.78518  -3.04820
H  2.55321  3.05340  -3.31025
H  4.33037  3.22015  -3.05684
H  3.02962  5.40872  -2.80313
H  4.20528  4.92599  -1.58674
H  1.14345  5.03080  -1.41145
H  2.38989  5.57182  -0.36619
H  -0.13254  3.49283  -0.52532
H  0.21405  4.28912  1.07263
H  0.24832  2.60112  0.92430
H  3.83349  3.60360  1.27142
H  2.43086  3.27946  2.14200
H  2.70536  4.91214  1.63200
H  5.07363  3.39697  -0.59465
H  5.57175  2.07809  -1.56700
H  4.97535  1.69928  0.02710
C  -2.76051  5.11290  3.21194
Br  -3.00899  4.04436  1.63068
Br  -3.85740  6.71112  3.26791
Br  -0.90262  5.62329  3.52975
H  -2.99373  4.48201  4.05652
C  -3.10883  -5.47261  5.50523
Br  -2.58668  -6.99052  4.46093
Br  -3.44251  -5.91984  7.36846
Br  -4.62652  -4.53523  4.74486
H  -2.33838  -4.71473  5.49414
C  3.72386  -2.10512  5.98483
Br  4.11061  -2.96958  4.27401
Br  5.17346  -2.34821  7.21697
Br  2.02786  -2.71798  6.63185
H  3.67069  -1.04492  5.75536

Its net charge is -2. Its maximum force is 2.893 eV/Å. Its total energy is -26490.8593 hartree.

=====

[4]
The following is a DFT calculation (wB97M-V/def2-TZVPD) of 2 unconnected molecules or ions with the total composition C3H2S in a non-equilibrium geometry.

Positions of all 6 atoms, in Å:
C  0.17848  -0.01274  -1.07164
C  0.40108  -0.91766  2.13546
C  -0.94800  0.24038  -0.87799
S  1.22541  0.27738  2.01122
H  0.98978  -0.38604  -1.56630
H  -1.84676  0.79868  -0.63074

Its net charge is 0. Its maximum force is 4.650 eV/Å. Its total energy is -513.5190 hartree.